Below is a molecular structure, C21H43N2OOsP3S at a distorted geometry, with properties calculated with ωB97M-V/def2-TZVPD.

CARTESIAN COORDINATES (ANGSTROEM)
Os1 0.6086 0.1972 0.1400
P1 2.5324 1.5725 -0.4699
P2 0.1381 1.0378 2.4738
P3 -0.9894 1.6610 -0.7929
H1 -0.0579 -2.2947 0.2629
C1 -0.2719 -1.3641 -0.2792
C2 0.7845 -0.9661 -1.2775
H2 1.6715 -1.6114 -1.3110
C3 4.1353 0.7002 -0.4265
C4 2.8065 3.0671 0.5414
C5 2.4569 2.1714 -2.1968
C6 -1.3135 0.1601 3.1540
C7 1.4152 0.8349 3.7688
C8 -0.3037 2.8047 2.6963
C9 -1.1669 1.4555 -2.6023
C10 -0.8554 3.4777 -0.6207
C11 -2.6608 1.2765 -0.1516
H3 -1.3027 -1.3857 -0.6596
H4 0.4313 -0.7768 -2.2953
H5 4.0417 -0.2692 -0.9278
H6 4.4486 0.5267 0.6094
H7 4.8918 1.3041 -0.9473
H8 2.7346 2.8173 1.6070
H9 2.0690 3.8432 0.3070
H10 3.8123 3.4596 0.3369
H11 2.1159 1.3640 -2.8543
H12 3.4654 2.4740 -2.5104
H13 1.7764 3.0252 -2.2954
H14 -1.6049 0.6363 4.1007
H15 -1.0590 -0.8912 3.3374
H16 -2.1528 0.2098 2.4493
H17 1.4982 1.7659 4.3479
H18 2.3871 0.5983 3.3180
H19 1.1423 0.0175 4.4475
H20 -1.3505 2.9864 2.4223
H21 0.3505 3.4462 2.0930
H22 -0.1652 3.0668 3.7554
H23 -1.8877 2.1907 -2.9872
H24 -1.5284 0.4495 -2.8449
H25 -0.2058 1.6116 -3.1061
H26 -1.4822 3.9574 -1.3854
H27 0.1786 3.8115 -0.7647
H28 -1.1984 3.8042 0.3668
H29 -3.4193 1.6448 -0.8561
H30 -2.8243 1.7513 0.8240
H31 -2.7809 0.1927 -0.0419
C12 -2.3715 -1.9358 -4.4623
C13 -3.5016 -2.5223 -3.8555
C14 -4.7108 -1.8308 -3.9570
C15 -4.8029 -0.7042 -4.7846
C16 -3.7391 -0.3402 -5.6076
C17 -2.5010 -0.9438 -5.4447
O1 -1.1009 -2.1070 -3.9562
H32 -1.0242 -2.9137 -3.5141
H33 -3.4038 -3.4351 -3.2678
H34 -5.6012 -2.2001 -3.4465
H35 -5.7497 -0.1604 -4.8521
H36 -3.8709 0.3844 -6.4113
H37 -1.6228 -0.6830 -6.0305
C18 3.5573 -3.3663 3.9699
N1 2.1246 -3.3047 3.7117
C19 1.1487 -3.9903 4.4124
C20 -0.0443 -3.6740 3.8508
N2 0.2226 -2.7883 2.8226
C21 1.5661 -2.5500 2.7293
S1 2.4647 -1.5596 1.7010
H38 3.9497 -2.3722 4.2117
H39 3.7121 -4.0396 4.8166
H40 4.0907 -3.7465 3.0917
H41 1.4121 -4.6341 5.2371
H42 -1.0447 -3.9936 4.0962
H43 -0.4704 -2.4015 2.1841

Values from the calculation:
2S+1: 5
HOMO energy (spin up / spin down): -19.48 / -20.11 eV
Kohn-Sham gap (spin up / spin down): 8.1 / 5.6 eV
Total charge: +4
Energy relative to the best compared isomer or geometry (same formula, charge and spin): 0.0 kJ/mol
Calculated total energy: -68629.582 eV

=====

Below is a molecular structure, C21H43N2OP3RhS at a distorted geometry, with properties calculated with ωB97M-V/def2-TZVPD.

CARTESIAN COORDINATES (ANGSTROEM)
Rh1 -0.3965 0.2220 -0.0229
P1 -0.8800 1.2371 1.9626
P2 -2.3397 -0.7936 -0.4192
P3 -0.2913 2.2290 -1.0665
H1 4.1473 -0.6817 0.4061
C1 4.5601 0.3076 0.6290
C2 4.2195 0.9682 1.7478
H2 3.5396 0.5361 2.4904
C3 -0.5830 0.2742 3.4809
C4 -2.6281 1.7580 2.1736
C5 0.0679 2.7420 2.4155
C6 -2.0921 -2.3094 -1.4003
C7 -3.2881 -1.3888 1.0298
C8 -3.5141 0.2464 -1.3697
C9 1.3697 2.8868 -0.6568
C10 -1.5397 3.5180 -0.6828
C11 -0.3009 2.2587 -2.8930
H3 5.2648 0.7225 -0.1064
H4 4.5728 1.9909 1.9304
H5 0.4496 -0.0902 3.4853
H6 -1.2682 -0.5748 3.5624
H7 -0.7239 0.9258 4.3547
H8 -3.2882 0.8943 2.3031
H9 -2.9903 2.3445 1.3227
H10 -2.7032 2.3800 3.0759
H11 1.1417 2.5632 2.2845
H12 -0.1150 2.9633 3.4768
H13 -0.2231 3.6211 1.8322
H14 -2.1921 -2.0485 -2.4617
H15 -2.8564 -3.0503 -1.1300
H16 -1.0990 -2.7454 -1.2151
H17 -4.1794 -0.7656 1.1700
H18 -2.6997 -1.3739 1.9568
H19 -3.6157 -2.4232 0.8508
H20 -4.1869 -0.3944 -1.9577
H21 -2.9838 0.9152 -2.0620
H22 -4.1253 0.8574 -0.6908
H23 1.7327 3.4847 -1.5017
H24 2.0693 2.0583 -0.4762
H25 1.3366 3.5189 0.2368
H26 -1.4163 4.3350 -1.4077
H27 -1.4355 3.9357 0.3239
H28 -2.5557 3.1158 -0.7945
H29 -0.3996 3.2998 -3.2312
H30 -1.1495 1.6763 -3.2721
H31 0.6300 1.8291 -3.2867
C12 1.2008 -0.7418 -3.1629
C13 0.3280 -1.6022 -3.8613
C14 0.3572 -1.6089 -5.2543
C15 1.2921 -0.8429 -5.9547
C16 2.2403 -0.0946 -5.2475
C17 2.2277 -0.0738 -3.8565
O1 1.0817 -0.4881 -1.8205
H32 -0.0037 -0.5611 -1.4377
H33 -0.3440 -2.2480 -3.2985
H34 -0.3532 -2.2319 -5.8020
H35 1.2953 -0.8526 -7.0470
H36 2.9971 0.4781 -5.7814
H37 2.9571 0.4800 -3.2636
C18 2.8434 -2.4234 2.9856
N1 1.4406 -2.8166 3.0413
C19 0.8255 -3.4073 4.1282
C20 -0.4794 -3.6009 3.8014
N2 -0.6388 -3.1105 2.5109
C21 0.5342 -2.5724 2.0626
S1 0.9521 -1.8339 0.5957
H38 3.2196 -2.5530 1.9668
H39 2.9743 -1.3742 3.2770
H40 3.3941 -3.0604 3.6839
H41 1.3893 -3.6457 5.0141
H42 -1.2752 -4.0564 4.3579
H43 -1.4977 -3.1338 1.9658

Values from the calculation:
2S+1: 5
HOMO energy (spin up / spin down): -15.44 / -16.98 eV
Kohn-Sham gap (spin up / spin down): 7.7 / 5.1 eV
Total charge: +3
Energy relative to the best compared isomer or geometry (same formula, charge and spin): 89.6 kJ/mol
Calculated total energy: -69184.272 eV

=====

Below is a molecular structure, C21H43N2OP3Ru at a distorted geometry, with properties calculated with ωB97M-V/def2-TZVPD.

CARTESIAN COORDINATES (ANGSTROEM)
Ru1 -0.2625 -0.0090 0.8420
P1 -0.8199 -1.2705 2.7139
P2 1.9520 0.2239 0.3052
P3 -1.0526 -1.7178 -0.3933
H1 -1.5977 2.1836 -0.3909
C1 -1.9050 1.1456 -0.2434
C2 -2.4210 0.7453 1.0281
H2 -2.4939 1.4922 1.8228
C3 -1.2200 -0.4285 4.2986
C4 0.5428 -2.4225 3.1396
C5 -2.2524 -2.4344 2.6853
C6 1.7347 1.6314 -0.8590
C7 3.3863 0.8413 1.2807
C8 2.6981 -1.2312 -0.5302
C9 -2.8600 -2.0477 -0.5543
C10 -0.2734 -3.3661 -0.2292
C11 -0.7538 -1.4679 -2.1690
H3 -2.3215 0.6919 -1.1472
H4 -3.1631 -0.0564 1.0769
H5 -1.6170 0.5792 4.1197
H6 -0.3260 -0.3660 4.9327
H7 -1.9975 -1.0180 4.8063
H8 1.5206 -1.9658 2.9439
H9 0.4499 -3.3251 2.5220
H10 0.4320 -2.6633 4.2080
H11 -3.1635 -1.9202 2.3480
H12 -2.3993 -2.7773 3.7194
H13 -2.0586 -3.3055 2.0464
H14 2.6589 1.7448 -1.4420
H15 1.5671 2.5520 -0.2694
H16 0.8966 1.4669 -1.5546
H17 4.2660 0.9396 0.6203
H18 3.6362 0.1337 2.0847
H19 3.1644 1.8308 1.7065
H20 3.7728 -1.0574 -0.6922
H21 2.2137 -1.4313 -1.4971
H22 2.5814 -2.1037 0.1325
H23 -3.0125 -2.6812 -1.4395
H24 -3.4246 -1.1185 -0.6978
H25 -3.2488 -2.5697 0.3234
H26 -0.5544 -3.9617 -1.1117
H27 -0.6154 -3.8726 0.6803
H28 0.8187 -3.2503 -0.2113
H29 -1.3501 -2.1477 -2.7910
H30 0.3032 -1.6285 -2.3928
H31 -1.0161 -0.4363 -2.4166
C12 0.4047 0.6948 -4.7183
C13 1.2003 1.4688 -5.5719
C14 0.6121 1.9819 -6.7433
C15 -0.7185 1.6656 -7.0833
C16 -1.4487 0.8045 -6.2629
C17 -0.8808 0.2946 -5.1056
O1 0.7418 0.4308 -3.4128
H32 1.7060 0.4086 -3.1859
H33 2.2449 1.6707 -5.3405
H34 1.1821 2.6261 -7.4138
H35 -1.1642 2.0903 -7.9958
H36 -2.4619 0.5328 -6.5249
H37 -1.4131 -0.4187 -4.4855
C18 1.8073 0.8466 4.0146
C19 0.9590 1.8394 3.3351
N1 0.2420 1.7829 2.2016
C20 -0.3555 3.0264 2.0468
C21 0.0115 3.8273 3.0888
N2 0.8181 3.0638 3.8867
H38 2.8542 1.1961 3.9974
H39 1.4930 0.7646 5.0688
H40 1.7260 -0.1333 3.5329
H41 -1.0371 3.2439 1.2425
H42 -0.2232 4.8433 3.3211
H43 1.2853 3.2978 4.7530

Values from the calculation:
2S+1: 5
HOMO energy (spin up / spin down): -19.93 / -19.99 eV
Kohn-Sham gap (spin up / spin down): 8.0 / 5.1 eV
Total charge: +4
Energy relative to the best compared isomer or geometry (same formula, charge and spin): 0.0 kJ/mol
Calculated total energy: -57908.815 eV

=====

Which value of total charge does entry 1 give? +4

=====

Look up the calculated total energy of the second one. -69184.272 eV